DFT (ωB97M-V/def2-TZVPD) results for a structure of composition C26H28CrN5O at a distorted geometry.

```
61
Properties=species:S:1:pos:R:3:forces:R:3:mulliken_spin:R:1
Cr -3.3082 1.2453 -2.6313 2.915 1.376 1.828 4.327
C -0.7796 0.6898 -0.3127 -1.759 -1.770 0.169 0.007
O -1.6541 1.2925 -1.2392 -0.717 1.029 -1.620 -0.292
H -1.3935 -0.1036 0.1136 0.157 -0.530 0.451 -0.015
H 0.0989 0.1632 -0.6854 0.156 0.365 -0.764 0.001
H -0.4912 1.2302 0.5890 -0.253 1.033 -0.292 -0.018
N 3.0781 -1.5317 -4.5183 -0.026 -0.378 1.457 0.001
C 3.2798 -1.4135 -3.1433 -0.961 -0.310 -2.772 0.000
C 2.2762 -1.5960 -2.2351 0.146 -0.134 1.008 -0.015
C 1.0082 -1.9102 -2.6394 -1.119 0.515 -2.823 0.004
C 0.7794 -2.0067 -4.0412 0.727 -0.115 0.588 0.000
C 1.8507 -1.8927 -4.9734 0.424 0.820 2.903 0.000
H 4.2493 -1.1672 -2.7364 0.426 0.062 -0.669 0.001
H 2.5011 -1.4984 -1.1833 0.041 -0.019 0.248 0.019
H 0.1338 -1.9149 -2.0055 0.189 -0.331 0.357 0.001
H -0.2343 -2.1534 -4.3836 -0.013 -0.237 -0.166 0.001
H 1.7009 -2.0271 -6.0345 0.164 0.079 -0.060 0.000
N -2.7274 3.5139 -3.2666 0.421 1.379 -0.025 -0.013
C -1.8538 4.2946 -2.4999 -0.646 0.691 -2.369 0.006
C -1.5179 5.6551 -2.8823 -1.058 -2.394 -0.191 -0.003
C -2.1493 6.1593 -4.0116 -0.290 0.795 1.051 0.003
C -3.1133 5.4379 -4.6853 -0.039 0.519 -0.161 -0.001
C -3.3329 4.1439 -4.3615 0.694 -1.670 1.768 0.000
H -1.3606 3.8011 -1.6755 -0.257 -0.111 0.120 -0.001
H -0.8416 6.2804 -2.3185 0.073 -0.283 0.159 0.000
H -2.0515 7.2035 -4.2693 0.401 0.064 -0.085 0.000
H -3.7559 5.9167 -5.4093 0.279 -0.081 -0.357 0.001
H -3.9980 3.5772 -4.9961 -0.176 -0.381 0.320 -0.002
N -1.1313 0.6501 4.2028 -0.220 -1.290 1.349 0.000
C -1.1629 -0.3728 5.1383 -1.796 0.845 -2.641 0.000
C -2.3853 -0.9726 5.5061 0.192 1.545 0.406 0.000
C -3.5978 -0.4026 5.0596 1.292 -0.367 -0.962 0.000
C -3.5232 0.6255 4.0998 -0.898 0.119 0.967 0.000
C -2.3142 1.1443 3.7435 2.872 -1.066 0.478 0.000
H -0.2330 -0.8647 5.3825 0.208 0.397 0.304 0.000
H -2.3265 -1.7242 6.2795 -0.367 -0.320 -0.173 0.000
H -4.5469 -0.8494 5.3165 -0.049 0.149 0.220 0.000
H -4.3868 1.1534 3.7230 -0.379 -0.377 -0.006 0.000
H -2.1066 1.9177 3.0188 -0.771 0.311 -0.087 0.000
N -1.5213 -5.0873 2.1342 0.113 1.047 0.518 0.000
C -1.6058 -3.7448 1.9926 0.864 -0.809 -0.091 0.001
C -0.4772 -2.9125 2.0522 -0.031 -0.667 0.154 -0.004
C 0.7362 -3.5319 2.2418 0.872 -0.732 -0.498 -0.003
C 0.8353 -4.9062 2.4801 0.222 0.810 -0.104 0.001
C -0.3245 -5.6204 2.4652 -1.491 0.081 -0.129 0.000
H -2.5731 -3.3257 1.7579 -0.223 -0.128 0.068 0.000
H -0.4516 -1.8372 1.9552 -0.614 0.111 -0.153 -0.001
H 1.6454 -2.9871 2.0349 0.241 0.277 0.487 0.008
H 1.7595 -5.4402 2.6451 0.196 0.285 0.027 0.000
H -0.3174 -6.6646 2.7407 -0.141 -0.202 -0.265 0.000
N 4.5431 -0.9126 1.3579 -0.527 0.457 -0.292 -0.064
C 3.3579 -0.3854 1.6953 1.629 -0.421 0.389 0.257
C 2.8422 0.8039 1.0915 -0.323 0.857 -0.968 0.229
C 3.5350 1.3676 0.0289 -0.194 -0.340 -0.134 -0.014
C 4.7103 0.7801 -0.3536 -0.260 0.766 -0.562 0.239
C 5.2211 -0.3177 0.3782 0.147 -1.045 0.880 0.264
H 2.9344 -0.8396 2.5789 -0.487 0.106 0.043 0.028
H 1.9399 1.3013 1.4152 -0.178 -0.325 0.387 0.033
H 3.1840 2.1658 -0.6082 -0.388 0.259 0.472 0.008
H 5.1623 1.1463 -1.2635 0.485 -0.207 0.013 0.000
H 6.1848 -0.7458 0.1448 0.108 -0.107 -0.166 0.006
```
Forces are in eV/Å.

energy relative to the best compared isomer or geometry (same formula, charge and spin) = 39.83 kcal per mole
LUMO level (alpha / beta) = -8.151 / -10.769 eV
⟨S²⟩ = 8.990
gap between HOMO and LUMO (alpha / beta) = 5.30 / 2.68 eV
HOMO level (alpha / beta) = -13.5 / -13.4 eV
total charge = +2
spin multiplicity = 6